{
  "formula": "C57H61As3PPdSb",
  "method": "ωB97M-V with the def2-TZVPD basis set",
  "symbols": ["Pd", "C", "As", "C", "C", "C", "C", "C", "C", "C", "As", "C", "C", "H", "H", "H", "H", "H", "H", "H", "H", "H", "H", "H", "H", "H", "H", "H", "H", "C", "C", "As", "C", "C", "C", "C", "C", "C", "C", "C", "C", "C", "C", "C", "P", "C", "C", "C", "C", "C", "C", "C", "C", "C", "C", "C", "C", "H", "H", "H", "H", "H", "H", "H", "H", "H", "H", "H", "H", "H", "H", "H", "H", "H", "H", "H", "H", "H", "H", "H", "H", "C", "C", "C", "C", "C", "C", "C", "Sb", "C", "C", "C", "C", "C", "C", "C", "C", "C", "C", "C", "C", "C", "C", "H", "H", "H", "H", "H", "H", "H", "H", "H", "H", "H", "H", "H", "H", "H", "H", "H", "H", "H", "H", "H"],
  "positions_angstrom": [[0.079189, -0.498341, 0.531370], [-1.203825, -2.625882, 3.695551], [-1.386621, -2.105629, 1.827041], [-3.316779, -2.250302, 1.616436], [-0.787360, -3.701164, 0.867330], [-0.880588, -4.945520, 1.482468], [-0.356363, -6.084269, 0.885225], [0.276430, -5.990719, -0.342705], [0.366019, -4.760627, -0.979778], [-0.167979, -3.617896, -0.390977], [-0.026246, -1.932352, -1.341860], [1.148926, -2.189059, -2.848224], [-1.777195, -1.796632, -2.161648], [-1.976088, -3.335362, 3.987738], [-1.299179, -1.729666, 4.305774], [-0.221373, -3.064933, 3.860561], [-3.622683, -3.261042, 1.883120], [-3.603886, -2.052976, 0.585633], [-3.808005, -1.534551, 2.273229], [-1.359652, -5.037337, 2.449956], [-0.440936, -7.041385, 1.383017], [0.695949, -6.871203, -0.810850], [0.857207, -4.707422, -1.943584], [0.727507, -2.970586, -3.479622], [2.153297, -2.450366, -2.524955], [1.187235, -1.253598, -3.403569], [-2.042771, -2.765194, -2.584085], [-1.780870, -1.046476, -2.951330], [-2.495825, -1.515048, -1.394078], [-2.671942, 1.446247, -1.258315], [-3.902945, 1.044145, -0.472740], [-5.636932, 1.725493, -1.209465], [-5.067143, 3.603219, -1.184678], [-5.452064, 4.332082, -0.059237], [-5.041280, 5.647084, 0.111559], [-4.241471, 6.253175, -0.846694], [-3.863273, 5.542198, -1.979483], [-4.275483, 4.228070, -2.148140], [-5.329204, 1.259775, -3.085542], [-5.808007, 2.061619, -4.119811], [-5.685729, 1.658478, -5.441770], [-5.093792, 0.441828, -5.750972], [-4.636003, -0.377786, -4.727581], [-4.757750, 0.029630, -3.407596], [-1.114184, 1.320826, -0.340804], [-1.315012, 2.410528, 1.084413], [-1.983336, 3.630833, 0.950151], [-2.110723, 4.469281, 2.046071], [-1.574839, 4.104083, 3.274458], [-0.908811, 2.895519, 3.412134], [-0.781500, 2.051837, 2.318592], [0.158041, 2.088119, -1.384614], [0.904550, 3.176952, -0.938658], [1.886401, 3.729022, -1.754688], [2.119188, 3.208209, -3.017293], [1.374014, 2.123936, -3.470229], [0.408338, 1.564003, -2.654494], [-2.723881, 2.504347, -1.539774], [-2.586475, 0.900487, -2.198586], [-3.883149, 1.474984, 0.531868], [-3.975354, -0.039741, -0.348507], [-6.092541, 3.874970, 0.687414], [-5.364133, 6.203406, 0.982459], [-3.931879, 7.283082, -0.724280], [-3.258299, 6.018783, -2.740374], [-3.985018, 3.692541, -3.044442], [-6.284783, 3.009787, -3.900845], [-6.063405, 2.293335, -6.232558], [-5.006167, 0.127065, -6.782380], [-4.202704, -1.343150, -4.959190], [-4.426965, -0.639313, -2.617953], [-2.412455, 3.940866, 0.003029], [-2.635736, 5.409113, 1.936582], [-1.680818, 4.762044, 4.126938], [-0.489606, 2.608750, 4.367180], [-0.263134, 1.105446, 2.445383], [0.729833, 3.592805, 0.045248], [2.458860, 4.578226, -1.403797], [2.872851, 3.650325, -3.656439], [1.549244, 1.722105, -4.460185], [-0.167270, 0.719300, -3.019077], [5.573553, -1.516304, 2.345146], [4.621085, -2.609242, 2.748252], [5.043524, -3.649466, 3.572275], [4.183310, -4.672680, 3.944123], [2.869911, -4.681107, 3.496055], [2.428062, -3.654414, 2.677671], [3.293052, -2.629619, 2.310836], [2.539177, -1.125082, 1.051424], [3.659073, -1.096574, -0.748995], [3.721453, 0.089255, -1.479134], [4.403871, 0.152128, -2.683525], [5.025012, -0.984738, -3.175950], [4.924569, -2.178180, -2.478173], [4.235775, -2.268788, -1.269017], [4.147262, -3.619382, -0.607196], [2.812967, 0.697639, 2.105937], [3.455361, 1.789584, 1.524733], [3.662800, 2.955940, 2.242791], [3.229582, 3.036475, 3.557134], [2.592972, 1.951887, 4.139512], [2.364149, 0.772197, 3.435227], [1.676263, -0.364124, 4.143922], [6.554358, -1.669072, 2.790926], [5.214430, -0.535096, 2.664961], [5.706970, -1.483142, 1.259854], [6.067003, -3.656122, 3.926481], [4.543421, -5.467639, 4.583700], [2.199047, -5.482487, 3.777366], [1.409697, -3.668551, 2.303148], [3.192469, 0.976991, -1.147360], [4.444429, 1.084918, -3.230478], [5.570662, -0.950586, -4.109699], [5.385694, -3.071693, -2.882173], [4.374805, -4.404244, -1.327704], [3.154174, -3.827554, -0.199779], [4.853393, -3.717344, 0.218713], [3.835581, 1.740321, 0.513862], [4.173920, 3.789354, 1.778945], [3.393471, 3.938528, 4.132142], [2.266527, 2.014838, 5.171278], [1.108728, 0.006290, 4.997351], [2.394059, -1.098495, 4.516085], [0.980716, -0.897049, 3.489855]],
  "forces_ev_per_angstrom": [[0.174, 0.503, -0.037], [-0.017, -0.094, -0.079], [-0.088, -0.031, 0.283], [0.028, -0.029, -0.013], [0.032, -0.002, -0.017], [-0.033, -0.002, -0.012], [-0.012, -0.007, 0.013], [0.011, -0.006, -0.019], [-0.049, -0.012, -0.031], [0.146, -0.070, 0.001], [-0.162, 0.065, 0.024], [-0.007, -0.034, 0.033], [0.029, -0.012, -0.078], [-0.009, -0.012, -0.025], [-0.016, 0.011, 0.006], [0.021, 0.028, 0.031], [-0.016, 0.005, 0.017], [0.007, 0.000, 0.022], [0.008, 0.036, -0.016], [-0.002, 0.009, -0.001], [0.003, 0.008, -0.003], [0.000, 0.004, 0.006], [0.000, 0.014, 0.000], [0.007, 0.003, -0.023], [-0.045, -0.005, -0.016], [0.013, 0.017, 0.018], [0.001, -0.014, 0.005], [0.024, 0.000, 0.004], [-0.007, -0.034, -0.019], [0.046, 0.132, -0.245], [-0.174, -0.064, 0.141], [0.240, 0.055, -0.161], [-0.087, 0.009, 0.085], [-0.018, -0.057, -0.030], [0.013, 0.027, -0.012], [-0.002, -0.004, -0.013], [0.007, 0.073, 0.038], [-0.033, -0.098, -0.046], [-0.042, -0.017, 0.006], [0.009, 0.020, 0.097], [0.030, -0.045, -0.046], [0.003, -0.001, 0.028], [-0.009, 0.032, -0.072], [-0.038, -0.009, 0.089], [0.246, -0.321, 0.160], [-0.099, 0.107, -0.083], [-0.008, 0.018, 0.049], [-0.012, 0.007, -0.022], [0.008, -0.006, 0.022], [0.022, -0.004, -0.013], [0.006, 0.037, 0.022], [-0.053, 0.171, 0.001], [0.068, -0.079, 0.031], [-0.008, -0.003, 0.033], [-0.001, 0.000, -0.028], [0.022, 0.002, -0.012], [-0.061, -0.007, -0.035], [0.008, -0.083, 0.012], [0.020, -0.016, 0.031], [0.036, -0.042, 0.014], [-0.018, 0.066, -0.038], [0.002, -0.007, -0.006], [0.005, -0.003, -0.001], [-0.001, -0.006, -0.005], [0.001, -0.006, -0.001], [-0.011, 0.008, -0.014], [-0.003, 0.002, 0.022], [0.003, -0.002, 0.005], [-0.003, -0.002, 0.008], [0.001, -0.001, -0.005], [-0.016, 0.021, -0.021], [0.017, -0.015, 0.016], [0.011, -0.014, 0.001], [0.001, 0.000, -0.006], [0.004, 0.001, 0.010], [0.013, -0.033, 0.011], [-0.015, 0.015, 0.001], [-0.010, -0.012, 0.000], [-0.009, -0.001, 0.011], [-0.016, -0.001, 0.009], [-0.026, 0.011, -0.005], [0.036, 0.003, 0.021], [-0.015, 0.083, 0.009], [-0.013, 0.012, 0.001], [-0.013, -0.007, 0.000], [0.027, -0.014, 0.032], [-0.048, 0.000, -0.076], [0.012, -0.048, 0.032], [-0.261, -0.161, -0.247], [0.184, -0.184, -0.002], [-0.243, 0.085, -0.017], [0.033, -0.022, -0.030], [-0.021, 0.015, 0.009], [-0.021, 0.003, -0.002], [0.186, 0.077, 0.081], [-0.060, -0.042, 0.044], [0.025, 0.009, 0.115], [0.075, 0.035, -0.111], [-0.008, 0.010, 0.008], [-0.004, -0.018, -0.002], [-0.013, 0.009, -0.001], [-0.002, 0.036, 0.001], [-0.013, -0.045, -0.011], [-0.005, -0.008, -0.003], [0.005, -0.011, -0.003], [-0.008, 0.005, 0.000], [-0.003, 0.004, -0.003], [-0.005, 0.002, -0.003], [0.002, 0.004, -0.002], [0.042, -0.002, 0.004], [0.006, -0.054, 0.008], [0.000, -0.010, 0.002], [0.000, 0.005, 0.007], [-0.009, 0.006, 0.006], [0.013, 0.016, 0.005], [-0.002, 0.028, -0.025], [0.012, 0.009, 0.007], [-0.014, -0.030, 0.052], [-0.004, -0.005, 0.008], [-0.003, -0.009, -0.007], [0.000, -0.001, -0.013], [0.004, -0.004, -0.003], [0.008, 0.014, -0.001], [0.007, 0.009, -0.001]],
  "mulliken_charge": [-0.4522, -1.4328, 1.1693, -1.2265, -0.8716, -0.5987, -1.0256, -0.8033, -1.1723, 1.0201, 0.5278, -1.2389, -0.5879, 0.5263, 0.4687, 0.3313, 0.4679, 0.1828, 0.4763, 0.4520, 0.4777, 0.4577, 0.4394, 0.6262, 0.1979, 0.3185, 0.9617, 0.4648, -0.5211, -0.5680, -1.3382, 0.1890, 0.1881, -0.4334, -0.7888, -0.4953, -0.7655, 0.0275, 0.1834, -0.4034, -0.5605, -0.6059, -0.6607, -0.1013, 2.0935, 0.2157, -0.0065, -0.7669, -1.0007, -0.5648, -0.0903, 0.9142, -0.6031, -0.8452, -0.6578, -0.9519, -0.3119, 0.0048, 0.8296, 0.7277, 0.1032, 0.4161, 0.4788, 0.4404, 0.4292, 0.4717, 0.4826, 0.4150, 0.4041, 0.4480, 0.4752, 0.2931, 0.5021, 0.4288, 0.4900, -0.5190, 0.4613, 0.4753, 0.4755, 0.4877, 0.5065, -0.8767, -0.1257, -0.9303, -0.9155, -0.9510, -0.2635, 1.7955, 1.8784, 1.3549, -0.2339, -1.1383, -1.0869, -0.3946, 0.4045, -1.4279, 1.8007, -1.1465, -0.8788, -1.0017, -0.4046, -0.0908, -1.6735, 0.5506, 0.1410, 0.1402, 0.4892, 0.4145, 0.4752, 0.3686, -0.2772, 0.5687, 0.4432, 0.4832, 0.5306, 0.1472, 0.2694, 0.6668, 0.5095, 0.4448, 0.5447, 0.5642, 0.4507, -0.2729],
  "e_tot_ev": -261908.4009,
  "fmax_ev_per_a": 0.53,
  "charge": 2,
  "e_lumo_ev": [-6.813, -6.812]
}